1.
The following is a quantum chemistry calculation of a molecular structure, C28H25CoIN4OSSi, from the Open Molecules 2025 dataset.

```
62
Properties=species:S:1:pos:R:3:forces:R:3
Co 0.09492 -0.52130 0.53474 0.0 0.0 0.0
N -2.92015 2.18626 1.01931 0.0 0.0 0.0
C -3.49327 1.28853 1.90296 0.0 0.0 0.0
C -4.64190 1.34812 2.68310 0.0 0.0 0.0
C -4.90480 0.25034 3.47843 0.0 0.0 0.0
C -4.05216 -0.86443 3.49967 0.0 0.0 0.0
C -2.91437 -0.91825 2.72105 0.0 0.0 0.0
C -2.64414 0.17715 1.90542 0.0 0.0 0.0
N -1.58978 0.40846 1.03406 0.0 0.0 0.0
C -1.78853 1.60516 0.54012 0.0 0.0 0.0
C -0.81533 2.19097 -0.36615 0.0 0.0 0.0
C -0.66781 3.47987 -0.77560 0.1 0.0 0.1
S 0.75326 3.61955 -1.70756 -0.1 0.0 -0.1
C 1.03388 1.94277 -1.52680 0.1 0.0 0.1
N 0.15079 1.31787 -0.80875 0.0 0.0 -0.1
H -3.26336 3.09871 0.78085 0.0 0.0 0.0
H -5.29516 2.21044 2.67607 0.0 0.0 0.0
H -5.78547 0.25236 4.10679 0.0 0.0 0.0
H -4.29196 -1.69633 4.14815 0.0 0.0 0.0
H -2.24514 -1.76694 2.74049 0.0 0.0 0.0
H -1.27495 4.33728 -0.53820 0.0 0.0 0.0
H 1.90325 1.46498 -1.95219 0.0 0.0 0.0
C 2.18477 -1.45797 -1.12957 0.0 0.0 0.0
O 1.73666 -1.40301 0.17592 0.0 0.1 0.0
H 2.55555 -0.48707 -1.50942 0.0 0.0 0.0
H 1.42317 -1.80214 -1.85430 0.0 0.0 0.0
H 3.03141 -2.15531 -1.21700 0.0 0.0 0.0
C 2.85751 -2.51289 5.37837 0.0 0.0 0.0
C 2.11949 -1.40480 5.76724 0.0 0.0 0.0
C 1.68431 -0.49187 4.81441 0.0 0.0 0.0
C 1.96326 -0.66318 3.45571 0.0 0.0 0.0
C 2.70030 -1.79395 3.08397 0.0 0.0 0.0
C 3.14785 -2.70282 4.03330 0.0 0.0 0.0
Si 1.25357 0.53799 2.17786 -0.1 -0.1 0.0
C 2.58479 1.66571 1.43416 0.0 0.0 0.0
C 3.65058 1.15484 0.68339 0.0 0.0 0.0
C 4.53889 1.99494 0.02641 0.0 0.0 0.0
C 4.38262 3.37480 0.09838 0.0 0.0 0.0
C 3.33873 3.90328 0.84281 0.0 0.0 0.0
C 2.45567 3.05499 1.50172 0.0 0.0 0.0
H 3.20402 -3.22456 6.11781 0.0 0.0 0.0
H 1.88672 -1.24752 6.81370 0.0 0.0 0.0
H 1.11536 0.37426 5.13465 0.0 0.0 0.0
H 2.89441 -1.97074 2.03241 0.0 0.0 0.0
H 3.72248 -3.56735 3.72156 0.0 0.0 0.0
H 0.48260 1.51770 3.03237 0.0 0.0 0.0
H 3.76708 0.08044 0.60616 0.0 0.0 0.0
H 5.35824 1.57339 -0.54421 0.0 0.0 0.0
H 5.07608 4.03087 -0.41344 0.0 0.0 0.0
H 3.21493 4.97764 0.91639 0.0 0.0 0.0
H 1.64751 3.48388 2.08602 0.0 0.0 0.0
I -0.19997 -3.66833 1.49671 0.0 0.0 0.0
C -0.93386 -3.15312 -0.38957 0.0 0.0 0.0
C -1.44146 -4.14188 -1.22249 0.0 0.0 0.0
C -1.93150 -3.76833 -2.46003 0.0 0.0 0.0
C -1.90508 -2.42890 -2.82176 0.0 0.0 0.0
C -1.37545 -1.51980 -1.92808 0.0 0.0 0.0
N -0.89240 -1.87284 -0.73276 0.0 0.0 0.0
H -1.44650 -5.17173 -0.89762 0.0 0.0 0.0
H -2.33127 -4.51499 -3.13358 0.0 0.0 0.0
H -2.27844 -2.09417 -3.77898 0.0 0.0 0.0
H -1.31298 -0.46429 -2.16184 0.0 0.0 0.0
```
Forces are in eV/Å.

Values from the calculation:
Max |F| in eV/A: 0.1
LUMO level (alpha / beta) in eV: -0.03 / -0.03
Spin multiplicity: 2
Molecular weight in u: 679.525
Energy above the lowest of the compared OMol25 structures with the same formula, charge and spin in kJ/mol: 0.0
Total charge: 0

2.
The following is a quantum chemistry calculation of a molecular structure, C28H25F2N6O7Zr, from the Open Molecules 2025 dataset.

```
69
Properties=species:S:1:pos:R:3:forces:R:3
Zr 1.50916 0.60727 0.20199 -0.3 -0.3 0.0
O 2.82888 2.15172 -0.07849 -0.4 0.1 0.1
C 2.28922 3.25966 -0.61244 0.2 -0.4 0.1
C 2.83859 3.83397 -1.76085 -0.1 0.1 0.0
C 2.23076 4.93737 -2.32261 0.0 0.0 0.0
C 1.07356 5.49384 -1.76512 0.0 -0.1 0.1
C 0.53495 4.93226 -0.62644 0.0 0.1 0.0
C 1.13686 3.81836 -0.03901 -0.2 0.2 0.2
C 0.65462 3.20938 1.20440 0.3 0.2 -0.1
N -0.38570 3.47944 1.86720 0.0 -0.2 0.0
C -0.61826 2.67461 3.06228 -0.1 0.1 0.0
C 0.35700 1.54613 3.41991 0.1 -0.2 0.1
N 0.28036 0.41694 2.46740 0.1 0.3 -0.1
C -0.70014 -0.34736 2.73401 -0.1 0.1 -0.3
C -1.18892 -1.50155 0.51898 0.2 -0.2 0.0
C -1.34853 -2.80148 0.03862 0.1 0.1 0.0
C -1.45575 -3.05003 -1.31775 0.0 0.1 0.0
C -1.42202 -1.98008 -2.21165 0.0 0.0 0.0
C -1.19866 -0.69503 -1.75576 0.0 -0.2 0.1
C -1.00573 -0.44761 -0.39062 0.1 0.3 0.2
O -0.57905 0.74473 0.03466 0.0 0.0 -0.3
H 3.70998 3.37363 -2.20436 0.0 0.0 0.0
H 2.65245 5.36818 -3.22274 0.0 0.0 0.0
H 0.60330 6.35226 -2.22480 0.0 0.0 0.0
H -0.35560 5.33993 -0.16412 0.0 0.0 0.0
H 1.37964 2.48426 1.59961 0.0 0.1 0.2
H -1.61580 2.23253 2.95668 0.0 0.0 0.0
H -0.67728 3.36223 3.91240 0.0 0.0 0.0
H 0.07689 1.20312 4.42275 0.0 0.0 0.0
H 1.39027 1.88424 3.48043 0.0 0.1 0.0
H -1.24630 -0.25175 3.67084 0.1 0.0 0.0
H -1.36366 -3.62118 0.74946 0.0 0.0 0.0
H -1.54107 -4.06573 -1.67682 0.0 0.0 0.0
H -1.51854 -2.15962 -3.27457 0.0 0.0 0.0
H -1.08989 0.14112 -2.43290 0.0 0.0 0.0
O 3.52028 -5.90292 -2.32969 0.1 0.1 0.1
C 3.03199 -4.98996 -3.02033 -0.4 -0.4 0.0
O 2.71838 -4.96154 -4.22235 0.1 0.2 -0.1
C 2.65258 -3.72190 -2.23129 0.1 0.2 0.0
C 2.32262 -3.79638 -0.88170 0.0 0.0 0.0
C 1.92341 -2.66073 -0.21074 -0.1 0.0 0.1
N 1.84087 -1.46412 -0.80470 0.2 0.0 0.1
C 2.19552 -1.37794 -2.09726 -0.1 -0.2 -0.2
C 2.59662 -2.46922 -2.83905 -0.1 0.0 0.1
C 2.04668 0.00209 -2.69019 0.0 0.0 0.2
O 2.47409 0.28341 -3.78398 -0.1 0.0 -0.1
O 1.41129 0.80547 -1.87136 0.2 -0.2 -0.1
H 2.39134 -4.75064 -0.37855 0.0 0.0 0.0
H 1.64916 -2.69003 0.83831 0.0 0.0 0.0
H 2.83035 -2.35813 -3.88761 0.0 0.0 0.0
F 3.08679 0.80132 2.32902 0.0 -0.2 0.3
C 2.93454 -0.42392 1.63530 0.1 0.3 -0.6
F 3.90445 -0.30602 0.61391 0.3 -0.2 0.2
H 3.25713 -1.22535 2.29993 -0.1 0.0 0.0
C -4.52301 -0.85801 -0.36355 0.1 -0.1 -0.1
N -3.87454 -0.74215 0.93189 -0.3 0.1 0.2
C -3.69616 -1.96105 1.69556 0.0 0.0 0.1
C -2.45219 -1.83916 2.56792 -0.2 -0.2 -0.1
O -2.45110 -2.14382 3.73268 0.0 0.1 -0.1
N -1.29380 -1.30547 1.93951 0.2 -0.2 0.0
C -3.51977 0.39327 1.55618 -0.1 0.0 -0.1
N -3.71960 1.51163 0.85715 -0.1 0.0 0.0
H -4.24007 -1.80646 -0.81950 0.0 0.0 0.0
H -4.17652 -0.08184 -1.04585 0.0 0.0 0.0
H -5.61268 -0.80721 -0.28435 0.0 0.0 0.0
H -3.59532 -2.81488 1.02566 0.0 0.1 0.0
H -4.53319 -2.17170 2.36685 0.1 0.1 0.0
H -3.31849 2.35705 1.22183 0.0 0.0 0.0
H -4.01721 1.55054 -0.11023 0.0 0.0 0.0
```
Forces are in eV/Å.

Values from the calculation:
Max |F| in eV/A: 0.7
LUMO level in eV: 2.11
Spin multiplicity: 1
Molecular weight in u: 686.763
Energy above the lowest of the compared OMol25 structures with the same formula, charge and spin in kJ/mol: 411.7
Total charge: -1

3.
The following is a quantum chemistry calculation of 2 unconnected molecules or ions with the total composition C28H25N2O, from the Open Molecules 2025 dataset.

```
56
Properties=species:S:1:pos:R:3:forces:R:3
C -0.89734 5.14155 -3.76772 0.0 -0.4 0.1
O -1.55324 3.85507 -3.67507 0.8 -0.7 0.3
C -0.88005 2.79849 -3.14600 -0.1 0.4 0.3
C -1.58904 1.57381 -3.04942 0.1 0.7 -0.2
C -1.06114 0.52906 -2.33321 -0.1 0.3 0.3
C 0.15971 0.66969 -1.60640 -0.3 0.3 -0.6
C 0.48265 -0.31502 -0.61919 0.2 -1.1 -1.1
C 1.78044 -0.38428 0.01954 0.6 0.0 0.9
C 2.39301 -1.65048 0.22147 -0.3 0.2 0.1
C 3.61367 -1.76283 0.86702 -0.2 0.0 0.0
C 4.28068 -0.62641 1.33731 -0.1 0.0 0.0
C 5.56763 -0.76094 2.09937 0.3 0.0 0.0
C 3.71908 0.63106 1.10147 -0.2 0.0 0.2
C 2.47397 0.76113 0.48825 0.1 -0.3 0.0
C 0.97285 1.78661 -1.95737 -0.4 0.3 0.5
C 0.45238 2.85800 -2.66667 -0.4 0.2 -0.3
H -1.63667 5.77086 -4.25359 0.1 0.1 0.0
H -0.65852 5.53390 -2.76944 -0.1 -0.1 -0.2
H 0.01449 5.08429 -4.37891 -0.3 0.0 0.1
H -2.58212 1.53510 -3.48638 0.2 -0.2 -0.1
H -1.61684 -0.40468 -2.28852 0.0 0.2 0.2
H -0.01861 -1.28119 -0.75680 0.5 0.3 -0.3
H 1.88547 -2.54731 -0.13874 0.1 0.2 0.1
H 4.05143 -2.74806 1.04256 -0.1 0.3 -0.1
H 6.07966 0.20749 2.14077 0.0 -0.3 0.0
H 5.41187 -1.10449 3.13562 -0.1 0.1 -0.4
H 6.22827 -1.48906 1.60857 -0.1 0.2 0.2
H 4.25873 1.51350 1.45533 -0.3 -0.2 -0.1
H 2.02587 1.75138 0.41022 0.2 -0.3 0.0
H 2.00961 1.85389 -1.64111 -0.3 -0.1 0.0
H 1.03699 3.77209 -2.81540 -0.1 -0.6 0.0
C -1.08687 -0.42553 0.94663 -0.3 0.3 0.7
N -0.75503 0.83059 1.42859 2.9 3.7 -0.2
N -0.19811 1.83937 1.55290 -2.9 -4.4 -0.3
C -0.69185 -1.53664 1.85360 1.0 0.0 0.6
C -0.59782 -2.86899 1.41841 -0.1 0.1 0.1
C -0.30530 -3.89097 2.32738 0.3 0.3 0.1
C 0.07098 -3.57727 3.63957 -0.2 0.2 -0.1
C 0.07755 -2.23895 4.05152 0.1 0.0 -0.2
C -0.31706 -1.23034 3.17379 -0.1 -0.4 -0.1
C -2.42394 -0.48815 0.30965 -0.8 0.6 -0.4
C -2.94353 -1.66120 -0.27687 0.1 0.3 -0.1
C -4.08501 -1.60446 -1.08184 0.0 0.3 0.1
C -4.77891 -0.39920 -1.24083 0.2 0.1 0.1
C -4.33699 0.74310 -0.56287 0.0 -0.1 -0.1
C -3.17721 0.69858 0.20742 0.0 -0.3 -0.4
H -0.71768 -3.11401 0.35976 -0.1 0.0 0.5
H -0.32832 -4.93207 1.99430 0.1 0.4 0.1
H 0.37222 -4.36643 4.33251 -0.2 0.3 -0.2
H 0.39956 -1.95806 5.05523 -0.1 -0.2 -0.3
H -0.33394 -0.19525 3.51461 0.0 -0.3 0.0
H -2.45829 -2.62190 -0.13826 -0.1 0.3 -0.1
H -4.41625 -2.50239 -1.60975 0.1 0.3 0.3
H -5.65688 -0.34813 -1.89063 0.3 0.0 0.3
H -4.87372 1.69133 -0.65493 0.1 -0.4 0.0
H -2.84249 1.60476 0.71252 -0.1 -0.2 -0.2
```
Forces are in eV/Å.

Values from the calculation:
Max |F| in eV/A: 5.3
LUMO level in eV: -4.41
Spin multiplicity: 1
Molecular weight in u: 405.521
Energy above the lowest of the compared OMol25 structures with the same formula, charge and spin in kJ/mol: 206.3
Total charge: +1